DFT (the ωB97M-V functional and the def2-TZVPD basis) results for a structure of composition C44H43IN5OPSV at a distorted geometry.

Each line ends with the Löwdin charge.
CARTESIAN COORDINATES (ANGSTROEM)
V1 -0.161 -0.969 -0.466  0.2003
C1 2.294 -0.750 -5.829  -0.0841
C2 2.125 0.632 -5.211  -0.2154
N1 1.028 0.755 -4.246  0.0035
C3 0.830 0.031 -3.131  -0.7175
S1 -0.144 0.796 -1.889  0.7171
N2 1.334 -1.167 -2.987  0.0438
N3 0.955 -1.770 -1.840  -0.1232
C4 1.269 -3.027 -1.700  -0.2499
C5 1.999 -3.812 -2.735  0.0109
C6 0.863 -3.601 -0.441  -0.2011
C7 1.143 -4.919 -0.079  0.0200
C8 0.720 -5.394 1.144  -0.0212
C9 0.019 -4.536 1.983  -0.0220
C10 -0.204 -3.239 1.571  -0.1236
N4 0.201 -2.757 0.389  -0.0101
H1 3.073 -0.698 -6.589  0.0782
H2 2.585 -1.471 -5.073  0.0379
H3 1.365 -1.080 -6.296  0.0817
H4 3.060 0.928 -4.727  0.0993
H5 1.911 1.352 -6.000  0.1179
H6 0.580 1.654 -4.209  0.1073
H7 2.145 -3.202 -3.620  0.0622
H8 2.977 -4.120 -2.358  0.0952
H9 1.438 -4.708 -3.005  0.0995
H10 1.682 -5.553 -0.768  0.1191
H11 0.932 -6.410 1.449  0.1208
H12 -0.339 -4.856 2.950  0.1216
H13 -0.732 -2.561 2.225  0.0616
C11 -3.532 4.130 1.875  -0.0588
C12 -3.144 4.159 0.397  -0.3835
C13 -3.833 3.026 -0.361  -0.0632
C14 -1.635 4.189 0.114  -0.2729
C15 -0.964 5.460 0.646  -0.0879
O1 0.325 5.014 1.057  -0.0411
C16 0.307 3.650 1.032  -0.3190
N5 -0.761 3.106 0.619  0.1477
C17 1.615 3.085 1.457  -0.0799
C18 2.441 4.104 1.970  -0.0070
C19 3.737 3.899 2.380  -0.0439
C20 4.270 2.628 2.311  -0.0423
C21 3.483 1.603 1.838  -0.1172
C22 2.164 1.775 1.387  -0.2575
P1 1.626 0.080 0.806  1.0023
C23 1.917 -0.757 2.423  -0.3717
C24 1.479 -0.078 3.566  -0.1386
C25 1.527 -0.671 4.815  -0.0592
C26 2.031 -1.955 4.957  -0.0665
C27 2.477 -2.638 3.840  -0.0714
C28 2.400 -2.054 2.582  -0.1021
C29 3.064 -0.213 -0.306  -0.3595
C30 3.758 -1.412 -0.446  -0.0882
C31 4.745 -1.551 -1.411  -0.0681
C32 5.051 -0.496 -2.255  -0.0659
C33 4.369 0.704 -2.124  -0.0712
C34 3.377 0.841 -1.169  -0.1047
H14 -4.573 4.439 1.982  0.0844
H15 -2.921 4.802 2.479  0.0681
H16 -3.441 3.128 2.285  0.0633
H17 -3.506 5.108 -0.017  0.1416
H18 -3.477 2.059 -0.008  0.0523
H19 -3.626 3.091 -1.430  0.0800
H20 -4.914 3.067 -0.214  0.0832
H21 -1.532 4.147 -0.977  0.1448
H22 -1.487 5.870 1.513  0.1181
H23 -0.851 6.243 -0.100  0.1341
H24 2.029 5.097 2.045  0.1203
H25 4.328 4.724 2.753  0.1156
H26 5.290 2.433 2.614  0.1165
H27 3.916 0.612 1.800  0.1074
H28 1.100 0.933 3.474  0.0953
H29 1.171 -0.131 5.683  0.1132
H30 2.072 -2.424 5.932  0.1103
H31 2.865 -3.644 3.932  0.1116
H32 2.717 -2.643 1.736  0.0792
H33 3.552 -2.257 0.192  0.0821
H34 5.284 -2.487 -1.488  0.1099
H35 5.820 -0.606 -3.009  0.1107
H36 4.621 1.541 -2.762  0.1105
H37 2.838 1.777 -1.082  0.1077
I1 -1.595 0.008 1.817  1.2569
C35 -3.272 -1.142 1.220  -0.5457
C36 -4.391 -1.147 2.002  -0.1378
C37 -5.537 -1.821 1.541  -0.0694
C38 -5.524 -2.429 0.319  -0.0228
C39 -4.370 -2.415 -0.499  -0.1591
C40 -4.377 -2.984 -1.792  -0.0292
C41 -3.267 -2.907 -2.581  -0.0641
C42 -2.082 -2.312 -2.097  -0.1080
C43 -1.999 -1.756 -0.836  -0.2227
C44 -3.180 -1.777 -0.037  -0.2348
H38 -4.400 -0.633 2.954  0.0978
H39 -6.428 -1.825 2.154  0.1104
H40 -6.415 -2.919 -0.055  0.1182
H41 -5.278 -3.463 -2.153  0.1165
H42 -3.278 -3.312 -3.585  0.1080
H43 -1.235 -2.307 -2.773  0.0871

The expectation value of S² is 2.03. Its multiplicity is 3. The net charge is +1. The relative energy (zero: lowest compared OMol25 entry of this formula, charge and spin) is 2.136 eV. The HOMO energy (alpha / beta) is -9.94 / -10.18 eV. The HOMO-LUMO gap (alpha / beta) is 6.70 / 6.64 eV.